Record 1
This record from the OMol25 dataset describes a cluster of 5 separate species, C3H13NO3 in total in a non-equilibrium geometry. The level of theory is ωB97M-V with the def2-TZVPD basis set.

XYZ file:
```
20
Properties=species:S:1:pos:R:3:forces:R:3:mulliken_spin:R:1
C -0.4055 -0.0932 -1.4100 -0.3 -1.5 1.2 -0.24
H 2.7080 0.3152 -0.6201 0.6 -0.4 -0.1 -0.01
O 0.0249 2.6780 0.8254 1.2 1.4 -1.5 0.02
C -1.3561 -1.1869 -2.0239 0.0 0.7 2.1 -0.06
H -1.1298 0.0876 0.1927 0.7 -0.4 -1.1 0.56
H 1.4466 0.9562 0.0835 -0.1 0.5 -0.5 0.01
H 0.9330 -1.8773 3.1189 0.0 0.2 -3.0 0.00
H -1.3004 -1.2048 -3.0880 0.3 -0.4 -0.9 -0.01
H -1.3179 -2.2090 -1.5258 0.6 1.3 -0.8 0.00
H -0.6026 0.9906 -1.4359 -0.3 -0.7 -0.5 0.05
H -1.0437 0.2786 2.7687 -0.1 0.0 -0.2 -0.02
N 1.7915 0.6461 -0.8362 -0.2 0.5 1.3 0.04
H 1.4904 -1.2585 -1.5141 -0.2 -1.3 -0.2 0.03
H -2.3656 -0.8833 -1.7838 -0.5 0.2 0.0 -0.01
O -0.3678 0.4638 2.1076 -0.1 0.1 0.1 0.10
C 0.9507 -0.3846 -1.2660 -0.7 1.3 -0.4 0.57
H 0.4836 -0.8771 2.0570 -0.9 1.3 -0.4 -0.01
O 0.8991 -1.7642 2.0880 0.9 -1.7 3.3 0.01
H -0.4782 3.4434 1.0713 -0.4 0.1 0.3 0.00
H -0.3602 1.8794 1.1906 -0.6 -1.3 1.3 -0.03
```
Forces are in eV/Å.

Output
E_LUMO (spin up / spin down): 4.167 / 4.017 eV
<S²>: 0.79
2S+1: 2
calculated total energy: -10951.4634 eV
total charge: -1
molar mass: 111.1 g/mol

---

Record 2
This record from the OMol25 dataset describes an isolated molecule of C4H10S in a non-equilibrium geometry. The level of theory is ωB97M-V with the def2-TZVPD basis set.

XYZ file:
```
15
Properties=species:S:1:pos:R:3:forces:R:3:mulliken_charge:R:1
C 2.4730 -1.6628 1.1184 -1.2 -0.6 2.0 -1.06
C -1.1346 1.6357 -1.2527 -1.2 1.5 1.7 -0.88
H 2.3248 0.4758 1.2398 -1.3 -1.1 0.7 0.28
H 2.8806 -1.7257 2.1602 0.1 -0.7 -0.9 0.29
H 1.8178 -2.5501 0.9171 0.8 0.5 0.2 0.29
H -1.5842 0.7171 -1.2204 -2.3 -2.1 0.0 0.29
C 0.6115 -0.1573 0.0926 -0.3 -1.7 1.0 -0.70
H -0.0816 -1.0366 0.0185 0.0 0.9 0.2 0.39
H 1.1958 -0.1809 -0.7651 1.1 -0.2 -1.9 0.37
H -0.6505 1.5369 -2.1474 1.8 0.8 -2.4 0.36
H 0.9810 -0.3977 2.1443 -0.2 -0.2 1.4 0.42
H -1.8972 2.4957 -1.2323 1.4 -1.4 0.2 0.27
S -0.0989 1.4667 0.2002 0.2 1.5 1.2 -0.10
C 1.5899 -0.4200 1.2842 1.4 2.3 -3.1 -0.55
H 3.3147 -1.6327 0.4310 -0.3 0.4 -0.2 0.33
```
Forces are in eV/Å.

Output
SMILES: CCCSC
E_LUMO: 1.129 eV
2S+1: 1
calculated total energy: -15144.3565 eV
total charge: 0
molar mass: 90.2 g/mol

---

Record 3
This record from the OMol25 dataset describes a cluster of 2 separate species, C5H14 in total in a non-equilibrium geometry. The level of theory is ωB97M-V with the def2-TZVPD basis set.

XYZ file:
```
19
Properties=species:S:1:pos:R:3:forces:R:3:mulliken_spin:R:1
C -0.3787 -1.0305 -1.1146 0.0 3.5 0.2 0.61
H -0.2552 -1.5444 -2.0723 -0.7 0.3 -0.1 -0.64
H 0.8958 2.2269 0.8314 0.2 0.0 -0.1 -0.15
H -0.1543 -3.0031 -0.4937 -0.4 0.3 1.2 -0.58
C 0.0022 -2.0262 0.0116 0.6 0.9 -1.6 1.24
H -0.2871 2.7535 -0.9614 -2.3 -0.9 0.0 -0.09
H -1.3904 -0.5224 -0.8377 1.1 -1.3 -1.2 -0.06
H 0.0019 0.6866 0.6501 0.3 0.3 -0.6 0.79
C -0.0834 1.7589 0.8239 -0.6 -0.4 -0.6 0.19
H 1.5656 -1.4097 1.4340 -0.2 -0.1 -1.6 0.15
H 0.2717 0.0108 -1.2397 -1.1 -2.9 0.6 0.24
H 2.0397 -2.7531 0.5032 0.1 -0.2 -0.6 -0.37
H -0.5881 -1.7260 0.8613 -0.6 -0.9 0.4 -0.37
C 1.4664 -1.8370 0.3675 0.0 -0.2 2.7 0.57
C -1.0547 2.4585 -0.1419 3.4 -0.5 -0.8 2.26
H -2.0223 2.0181 -0.2377 -0.2 -1.4 -1.3 -0.71
H -1.4256 3.3638 0.1729 -0.1 2.7 1.4 -0.82
H 1.8548 -1.1577 -0.3492 1.1 0.4 -0.3 -0.16
H -0.4583 1.7331 1.7921 -0.6 0.4 2.1 -1.09
```
Forces are in eV/Å.

Output
E_LUMO (spin up / spin down): 4.025 / 4.344 eV
<S²>: 0.75
2S+1: 2
calculated total energy: -5408.5705 eV
total charge: -1
molar mass: 74.2 g/mol

---

Record 4
This record from the OMol25 dataset describes a cluster of 2 separate species, C6H15N2 in total in a non-equilibrium geometry. The level of theory is ωB97M-V with the def2-TZVPD basis set.

XYZ file:
```
23
Properties=species:S:1:pos:R:3:forces:R:3:mulliken_charge:R:1
C 0.9046 -1.5185 -0.6043 1.3 -3.4 -0.4 -1.34
N -2.0673 -0.1573 0.2055 0.1 2.0 -1.4 -0.33
C 0.8141 1.8195 1.0499 3.9 0.5 1.7 -0.82
H 0.0629 2.5191 0.8460 -1.0 1.0 -0.9 0.34
H 3.4629 -0.3316 -1.0343 -1.2 -0.1 0.2 0.41
H 2.9961 1.1603 -0.2869 0.2 -0.8 0.6 0.39
N 0.5886 0.5708 0.4394 -2.3 -1.0 -0.5 0.03
C 2.8553 0.0638 -0.1862 2.1 0.0 0.0 -1.53
C 1.3887 -0.2409 -0.1516 0.2 1.1 2.2 1.32
H -0.4990 0.2975 0.5667 1.3 -0.3 -1.0 0.30
H -3.9713 -0.6077 0.8685 -0.9 0.7 -0.5 0.23
H 0.6922 1.6162 2.1364 0.5 0.4 -0.4 0.34
H 1.9093 2.2090 0.8331 -2.6 -0.5 0.6 0.24
H -3.3493 -0.6014 -1.3077 -1.8 0.1 -1.1 0.40
H 0.5928 -1.4144 -1.6037 -0.4 0.3 -1.7 0.38
H -1.6764 -0.8286 -1.6712 0.0 -0.5 -0.5 0.24
H -2.0983 0.8044 -1.7399 -1.1 0.0 0.3 0.29
C -2.9978 -0.1899 1.0554 0.8 -2.2 -0.2 -0.32
H -2.6702 -0.2921 2.0603 0.0 0.5 1.1 0.28
C -2.4125 -0.1418 -1.2828 2.8 -0.5 2.5 -0.89
H 1.8709 -2.0871 -0.7061 -1.2 -0.1 0.0 0.35
H 3.4770 -0.4268 0.6918 -1.7 1.3 -1.2 0.32
H 0.1265 -2.2225 -0.1781 0.8 1.6 0.4 0.38
```
Forces are in eV/Å.

Output
E_LUMO: -3.381 eV
2S+1: 1
calculated total energy: -9437.0043 eV
total charge: +1
molar mass: 115.2 g/mol